{"formula": "C13H14N3O7RuS6", "method": "wB97M-V/def2-TZVPD", "s_squared": 8.772, "relative_energy_ev": 0.000, "orbital_gap_ev": [6.39, 6.28], "spin_multiplicity": 6, "elements": ["H", "S", "C", "H", "H", "C", "O", "S", "O", "S", "S", "H", "H", "H", "O", "O", "C", "C", "H", "H", "O", "N", "C", "C", "C", "H", "H", "O", "C", "H", "C", "C", "Ru", "N", "S", "C", "C", "C", "S", "O", "H", "N", "H", "H"], "coordinates": [[-0.6152, -2.2119, 2.3147], [-1.4048, 2.7260, 0.3073], [0.1310, -0.4008, 3.1503], [1.1397, -0.7423, 2.9267], [5.1810, -2.4539, -1.4784], [-1.4686, 1.9241, 3.0484], [7.3539, -1.6622, -2.1476], [0.4258, 0.7329, -2.0989], [5.1130, 2.5592, 1.6558], [0.2574, 1.3881, 2.9189], [-0.9555, -0.6981, 0.5291], [-3.5865, 1.9104, -0.2006], [-1.8910, -1.0775, 2.6894], [-3.2244, -0.5436, -0.1820], [1.6055, -2.3353, -0.4299], [2.2063, -0.1727, 1.0196], [1.1169, 2.2546, -2.6092], [4.9409, -1.5532, -0.9333], [-2.1118, 1.0593, 2.9209], [-1.2623, 3.9317, 2.2818], [2.9907, 2.2992, 1.5458], [7.1478, -0.6422, -1.5225], [5.8542, -0.5162, -0.8465], [-1.8142, 3.0205, 2.0439], [3.3393, -0.2652, 0.4259], [-0.0739, -0.6062, 4.2019], [6.3106, 1.4125, -0.0411], [7.9301, 0.2793, -1.4103], [-2.5851, 1.4795, -0.2577], [-3.0251, 0.1583, 1.4063], [4.3519, 0.7376, 0.4966], [-0.8818, -1.1552, 2.2864], [0.9465, 1.4193, 0.2445], [4.1399, 1.9456, 1.2843], [1.9272, 3.0302, -1.2562], [5.5797, 0.6222, -0.1229], [-2.5855, 0.1099, 0.4130], [3.7220, -1.4186, -0.3182], [1.0397, 2.8670, -4.1071], [3.2994, -3.6589, -0.5391], [-2.8758, 3.2638, 2.1119], [2.7981, -2.5559, -0.4335], [-1.6360, 2.3101, 4.0544], [-2.3264, 1.3817, -1.3130]], "forces_ev_per_angstrom": [[-0.01, 0.00, 0.01], [-0.01, 0.00, -0.01], [-0.02, -0.01, -0.01], [0.00, 0.01, 0.00], [0.00, 0.00, 0.00], [0.00, 0.00, -0.01], [0.00, -0.01, -0.01], [0.00, 0.01, 0.02], [0.00, 0.01, 0.00], [0.02, -0.01, -0.03], [0.00, 0.01, -0.01], [0.00, 0.00, 0.00], [0.00, -0.01, 0.00], [0.00, 0.00, 0.00], [0.00, -0.01, 0.00], [0.00, 0.01, -0.05], [-0.01, -0.03, 0.01], [0.01, -0.01, -0.01], [0.00, 0.00, 0.00], [-0.01, 0.00, 0.00], [-0.02, 0.02, 0.00], [0.00, 0.00, 0.01], [-0.01, 0.00, 0.00], [0.01, 0.00, 0.00], [0.02, -0.01, 0.01], [0.00, 0.00, 0.00], [0.00, 0.00, 0.00], [0.00, 0.01, 0.00], [0.00, 0.00, 0.00], [0.00, 0.00, 0.00], [-0.01, -0.01, 0.00], [0.01, 0.02, 0.01], [-0.02, -0.06, 0.07], [0.02, 0.00, -0.02], [0.01, 0.02, 0.01], [0.01, 0.01, 0.00], [0.01, 0.01, -0.01], [-0.01, -0.01, 0.02], [0.00, 0.01, -0.01], [0.00, -0.01, 0.00], [0.00, 0.00, 0.00], [0.00, 0.03, 0.00], [0.00, 0.00, 0.00], [0.00, 0.00, 0.00]]}



{"formula": "C13H14OS", "method": "wB97M-V/def2-TZVPD", "smiles": "CC1=[S@](C)(=O)/C=C\\c2ccccc2/C=C\\1", "relative_energy_ev": 5.821, "orbital_gap_ev": 7.21, "spin_multiplicity": 1, "elements": ["C", "H", "H", "C", "C", "H", "C", "C", "H", "C", "C", "H", "H", "S", "H", "C", "H", "C", "C", "H", "H", "C", "H", "C", "O", "H", "H", "C", "H"], "coordinates": [[-0.6840, -1.0654, -1.5777], [-3.7503, 2.4062, -1.0001], [2.9869, -2.3075, 0.2637], [3.1872, 0.8938, -0.6965], [0.6932, -1.8331, 1.3158], [-1.3854, -0.8327, -2.3285], [2.0280, 1.3107, -0.2424], [1.5129, -0.8496, 0.7090], [-4.1195, 0.6271, -0.6512], [0.0390, 1.2570, 1.2525], [-0.6132, -1.9362, 1.1913], [-1.3876, -2.5249, 1.6673], [1.6552, 2.3599, -0.2636], [-1.7024, -0.8137, -0.1074], [4.3898, -0.7547, -1.2533], [2.7083, -1.2805, 0.0846], [0.0381, -0.3865, -1.5835], [3.5741, -0.4038, -0.6304], [-3.5023, 1.5028, -0.3384], [-1.8005, 2.3554, 1.5686], [0.5431, 1.9722, 1.9025], [1.1362, 0.5008, 0.5986], [1.0598, -2.5776, 2.0073], [-1.2464, 1.5281, 1.0146], [-2.8575, -1.6736, -0.3895], [3.8349, 1.5970, -1.2131], [-3.8788, 1.9828, 0.6722], [-1.9462, 1.0282, -0.1291], [-0.5123, -2.0821, -1.8432]], "forces_ev_per_angstrom": [[-3.27, -1.86, 0.61], [1.25, -1.57, 0.16], [0.06, -0.24, -0.34], [2.44, 1.08, -2.13], [-1.86, -1.17, 1.29], [-1.08, 0.96, -0.92], [-4.85, 1.43, 3.70], [1.41, 1.64, -1.21], [0.30, 0.82, 0.38], [1.46, 0.86, 1.52], [-1.76, 2.42, -1.05], [0.35, -0.23, 0.03], [0.78, -0.73, -0.43], [0.58, -0.51, -1.27], [0.19, -0.15, 0.60], [1.08, 0.89, -0.24], [3.47, 2.41, -0.19], [-1.38, -2.92, 0.88], [0.37, 0.55, 1.85], [1.11, -1.03, -0.49], [-0.34, -0.24, 0.62], [1.06, 0.24, -2.25], [0.72, -0.23, -0.05], [-0.42, 1.36, -0.65], [-0.39, 0.31, 0.48], [-0.09, 0.01, -0.08], [0.49, -1.50, -1.50], [-2.54, -1.64, -0.06], [0.88, -0.98, 0.73]]}



{"formula": "C13H15AsN4S3Tc", "method": "wB97M-V/def2-TZVPD", "total_charge": 2, "s_squared": 0.766, "relative_energy_ev": 0.000, "orbital_gap_ev": [5.01, 4.93], "spin_multiplicity": 2, "elements": ["C", "S", "H", "C", "C", "N", "C", "H", "C", "H", "H", "C", "N", "H", "H", "C", "C", "C", "H", "C", "S", "H", "H", "As", "N", "H", "N", "H", "Tc", "C", "S", "C", "C", "H", "H", "H", "H"], "coordinates": [[-3.4529, 0.7938, 1.3056], [-2.2289, -1.5794, 1.4625], [0.3044, 2.2434, 0.6407], [0.3292, -0.3771, -3.2018], [1.8329, -0.6458, 1.0593], [-4.7467, -0.9203, 4.0997], [3.0356, -0.2461, 1.5812], [5.6461, -0.0498, 1.8152], [-2.7796, -0.2288, -3.2808], [0.2308, -0.5621, -4.2725], [6.4674, 1.1210, 2.7735], [-3.3654, -0.3666, 2.0047], [-5.0441, 2.7446, 1.8180], [-2.7062, -0.4916, -4.3367], [3.7470, -1.0097, 1.8610], [-4.1284, -0.6716, 3.1641], [1.0940, 1.5603, 0.9194], [2.2689, 2.0128, 1.4482], [-0.5197, -3.4465, -2.3034], [-4.3512, 1.8557, 1.5973], [4.5624, 3.0849, 3.1483], [-2.3005, -3.3409, -2.2907], [0.4317, 0.6929, -3.0310], [-1.2907, -1.0420, -2.3708], [0.8628, 0.2339, 0.7112], [1.6179, -1.7006, 0.9128], [5.6103, 0.7984, 2.3514], [2.4375, 3.0671, 1.6234], [-0.9123, -0.5517, 0.0830], [-1.3861, -2.9380, -2.7224], [-2.4470, 0.9592, -0.1091], [4.5503, 1.6346, 2.4191], [3.2881, 1.1153, 1.7975], [1.2022, -0.9063, -2.8245], [-2.7455, 0.8539, -3.1754], [-3.7132, -0.6143, -2.8746], [-1.4013, -3.0825, -3.8033]], "forces_ev_per_angstrom": [[0.05, -0.39, 0.13], [-0.05, -0.08, 0.03], [-0.02, -0.03, 0.02], [-0.09, -0.02, -0.01], [-0.09, -0.02, -0.08], [0.01, -0.04, 0.04], [0.17, 0.00, 0.14], [-0.06, 0.03, -0.07], [0.03, -0.01, -0.04], [0.03, 0.02, 0.00], [0.07, -0.08, -0.02], [0.00, 0.29, -0.17], [-0.04, 0.02, -0.02], [0.01, -0.01, 0.02], [0.01, -0.01, 0.00], [-0.10, 0.07, 0.01], [-0.11, 0.00, -0.10], [0.38, 0.01, 0.08], [-0.01, 0.01, 0.01], [-0.01, 0.04, 0.07], [-0.03, 0.19, 0.16], [0.01, 0.02, 0.01], [-0.01, 0.00, 0.00], [-0.11, -0.17, 0.17], [0.05, 0.07, 0.33], [0.00, 0.00, 0.02], [-0.23, 0.44, 0.22], [-0.11, 0.03, -0.04], [0.42, 0.04, -0.60], [0.01, 0.04, -0.03], [-0.14, 0.23, 0.07], [0.32, -0.68, -0.33], [-0.39, 0.05, -0.10], [-0.02, -0.02, 0.02], [0.02, -0.02, 0.03], [0.03, 0.00, 0.03], [0.01, 0.02, 0.01]]}



{"formula": "C13H15ClN4S", "method": "wB97M-V/def2-TZVPD", "smiles": "CCSc1ncc(C/N=N/c2ccc(Cl)cc2)n1C", "relative_energy_ev": 1.339, "orbital_gap_ev": 7.39, "spin_multiplicity": 1, "elements": ["C", "H", "C", "C", "N", "H", "N", "H", "H", "C", "C", "H", "H", "N", "Cl", "H", "N", "C", "H", "C", "H", "H", "C", "C", "H", "H", "H", "C", "C", "C", "C", "S", "H", "H"], "coordinates": [[1.3429, -0.5261, 3.4293], [2.3391, -0.6446, 3.7762], [-2.9156, -1.6027, -1.6197], [0.7425, -0.7191, 1.0405], [1.4128, -0.0710, 2.0990], [-0.1049, -2.5402, 1.6173], [1.9780, 0.9579, 0.2793], [-3.7005, 0.4216, -1.3459], [4.8887, 4.7365, 0.4845], [4.1412, 2.8840, 1.0629], [1.0699, -0.0181, -0.0303], [0.8484, 0.2167, 3.9909], [4.9934, 2.1889, 1.0649], [-2.1808, -1.4729, -0.3941], [-5.4168, -1.4638, -5.3262], [3.5824, 2.9744, 0.1387], [-1.0256, -2.1058, -0.2850], [-3.7151, -2.7736, -3.5106], [-5.1793, 0.3431, -3.3873], [-4.3306, -1.5984, -3.9479], [-1.2126, -1.3071, 1.6104], [0.7352, -1.4880, 3.5583], [2.1523, 1.0044, 1.5536], [-2.9415, -2.8679, -2.3416], [5.3043, 4.3645, 2.1750], [-3.8522, -3.6101, -4.2007], [0.6890, -0.2810, -1.0057], [-4.3883, -0.4656, -3.1568], [-3.6796, -0.4482, -2.0115], [4.4941, 4.3320, 1.3883], [-0.3905, -1.7204, 1.0301], [3.1724, 2.2021, 2.3987], [-2.4462, -3.7624, -1.8728], [3.5932, 4.8607, 1.7383]], "forces_ev_per_angstrom": [[-0.87, -1.31, 0.67], [0.82, -0.41, 0.79], [0.42, -1.43, -0.32], [-0.46, 0.65, 0.26], [-0.50, -0.42, -1.23], [0.44, -1.95, 0.18], [0.15, 1.55, -1.82], [0.12, -0.47, -0.18], [0.26, 0.72, -0.52], [0.24, 0.03, 0.12], [0.93, 0.24, -1.34], [-0.55, 0.79, 1.18], [-0.06, 0.65, -0.91], [3.82, -1.27, 0.56], [0.56, -0.82, -0.03], [-0.14, -0.98, -0.09], [-3.11, 2.49, -0.41], [0.27, -0.92, -1.19], [1.81, -1.23, 0.22], [-0.90, 0.17, 0.54], [-0.17, 0.37, 0.17], [1.05, 1.29, -0.48], [-0.91, -2.04, -0.04], [-0.63, 2.76, 0.88], [-0.95, 0.25, -0.69], [0.18, -0.05, 0.45], [0.37, 0.55, -0.26], [-1.98, 1.23, -0.93], [1.76, -1.06, 2.19], [0.84, -0.76, 1.78], [-1.25, 1.16, 0.92], [-1.40, -0.84, 0.79], [-0.64, 1.04, -1.00], [0.48, 0.00, -0.24]]}



{"formula": "C13H15F3O2S3", "method": "wB97M-V/def2-TZVPD", "orbital_gap_ev": 1.50, "spin_multiplicity": 1, "elements": ["H", "H", "C", "H", "F", "C", "O", "H", "C", "H", "H", "C", "H", "H", "F", "H", "H", "H", "C", "H", "C", "C", "S", "C", "C", "H", "C", "S", "C", "C", "C", "H", "H", "F", "O", "S"], "coordinates": [[0.6267, 0.8817, 4.4666], [0.8285, 2.0361, 9.5561], [3.1142, -1.0114, 1.0811], [-0.8853, 2.5096, 7.8133], [3.1112, -1.7356, -0.0627], [-5.3398, -0.3672, 0.8662], [1.5913, 0.5369, 2.6059], [2.9319, 1.9406, 8.2666], [0.8653, 1.4537, 8.6184], [-5.8250, -0.8378, 1.7291], [-0.9183, 1.2293, 0.9445], [-1.0507, -0.9563, 1.0480], [0.6361, -2.3068, 1.2361], [1.1205, 0.4152, 8.8681], [4.1483, -0.1528, 1.0524], [-1.5379, -3.0622, 1.0221], [-4.0267, -2.6966, 0.9201], [-5.6116, 0.6897, 0.8599], [0.7055, 0.9321, 5.5559], [-3.3842, 1.5541, 0.8837], [-0.5211, 1.4874, 7.9892], [-3.8521, -0.5426, 0.9119], [1.5249, -0.0303, 1.2694], [-3.3366, -1.8450, 0.9410], [0.3084, -1.2668, 1.1749], [-1.2309, 0.9707, 8.6564], [-1.9732, -2.0583, 1.0015], [-0.6811, 0.5700, 6.4300], [1.9682, 2.0373, 7.7430], [-2.9643, 0.5470, 0.9199], [-1.5920, 0.3707, 0.9725], [1.8036, 3.0938, 7.4930], [-5.7673, -0.8371, -0.0269], [3.2724, -1.8594, 2.1259], [1.4903, 0.8259, 0.0996], [2.2478, 1.1343, 6.1956]], "forces_ev_per_angstrom": [[0.31, -0.84, -0.27], [0.01, -0.28, -0.32], [-0.32, -0.23, -0.14], [0.09, -0.37, -0.08], [0.16, 0.58, 0.97], [-0.24, 0.06, -0.03], [0.64, 1.04, 0.51], [-0.30, 0.18, -0.20], [0.04, 0.03, 0.20], [0.00, 0.09, -0.04], [-0.24, -0.23, 0.02], [-1.03, 0.27, -0.16], [0.17, 0.52, 0.06], [-0.05, 0.27, 0.07], [-0.32, -0.51, 0.04], [-0.31, 0.26, 0.00], [0.24, 0.27, -0.01], [-0.06, -0.02, -0.02], [0.09, -0.41, 1.01], [0.12, -0.17, -0.03], [0.06, -0.41, 0.58], [0.17, 0.13, 0.03], [-2.28, -2.74, -1.43], [0.37, 0.15, 0.03], [2.16, 0.33, 0.20], [0.18, 0.31, -0.26], [0.31, 0.56, 0.05], [-0.46, 1.03, -0.85], [0.11, -0.41, 0.60], [-0.50, -0.51, 0.00], [0.24, -0.80, 0.12], [0.08, -0.33, -0.04], [-0.02, 0.12, 0.05], [0.14, 0.39, -0.59], [0.50, 0.59, 0.96], [-0.08, 1.07, -1.04]]}



{"formula": "C13H15GdN", "method": "wB97M-V/def2-TZVPD", "total_charge": -1, "s_squared": 15.817, "orbital_gap_ev": [4.51, 5.98], "spin_multiplicity": 8, "elements": ["H", "H", "C", "H", "H", "C", "C", "H", "H", "C", "C", "H", "H", "H", "C", "N", "H", "C", "H", "C", "H", "C", "C", "C", "H", "Gd", "C", "H", "C", "H"], "coordinates": [[1.4373, -2.6209, 1.1631], [3.1138, 0.0779, -1.0348], [0.6209, -2.5875, 1.8926], [1.6457, -2.1606, -1.0419], [-2.1240, -0.7702, 2.7414], [-0.0310, -0.8417, -1.7670], [1.2577, 1.0906, -1.7827], [-2.0155, 1.6611, 1.9406], [3.3733, 1.2497, 1.8721], [0.5718, -3.5598, 2.9227], [-1.3866, -2.5104, 3.8252], [-0.8355, -1.5421, -1.9356], [1.3256, -4.3483, 2.9668], [-0.8740, 1.1142, -2.4877], [-2.4624, 1.3726, -0.2151], [3.0890, 0.3881, 1.3381], [1.6031, 2.1154, -1.9423], [-1.3569, -1.5481, 2.7836], [-2.4114, 1.8441, -1.1960], [2.0569, 0.0145, -1.2892], [-0.4365, -4.2460, 4.7222], [-0.3424, -1.5969, 1.8464], [1.2765, -1.1685, -1.2889], [-0.4212, -3.5145, 3.9030], [-2.1667, -2.4634, 4.5844], [-0.0088, 0.4504, 0.4605], [-1.7029, 1.8260, 0.8702], [-3.3696, 0.7915, -0.0825], [-0.0373, 0.5571, -2.0921], [-0.8945, 2.6063, 0.8048]], "forces_ev_per_angstrom": [[-0.23, -0.06, 0.25], [-0.43, -0.01, -0.03], [-0.08, -1.35, 1.47], [-0.22, 0.26, 0.11], [0.10, -0.17, 0.11], [1.06, 0.62, -0.67], [-0.33, -0.78, -0.46], [0.19, 0.18, -1.10], [-0.23, -0.34, -0.38], [0.36, 0.20, -0.50], [-0.35, 0.53, -0.25], [-0.06, 0.09, 0.16], [-0.08, 0.11, 0.01], [0.12, -0.10, 0.03], [-0.69, 0.29, -0.72], [0.46, 0.20, 0.76], [-0.24, -0.38, 0.15], [0.11, -1.39, 1.33], [0.14, -0.03, 0.25], [-0.15, 0.08, -0.70], [-0.02, 0.31, -0.39], [0.32, 1.32, -1.38], [-0.22, 0.40, -0.73], [-0.01, 0.18, -0.22], [0.05, -0.03, -0.04], [1.55, -1.51, 1.25], [-1.30, 2.13, 2.22], [0.17, -0.07, 0.25], [1.05, -0.49, -0.59], [-1.04, -0.19, -0.17]]}



Q: Which electronic energy values were calculated for the entries above? A: -100094.861; -26583.950; -115209.814; -43039.130; -58472.791; -36038.062, in eV.